1:
# C2H10N4

2 unconnected molecules or ions with the total composition C2H10N4 (ωB97M-V/def2-TZVPD, OMol25).

Orbital gap, Eh: 0.3346
Highest occupied orbital energy, eV: -8.11
2S+1: 1

Geometry as XYZ:
```
16
Properties=species:S:1:pos:R:3:lowdin_charge:R:1
C 0.7746 -2.4073 1.6621 -0.19
C 0.6277 -0.9768 1.1475 -0.21
N 1.1028 2.6164 -1.0756 0.05
N -1.9381 0.9358 -1.8241 0.00
N 0.0223 2.1040 -1.4909 -0.24
N -0.7698 1.2131 -1.0770 -0.07
H 0.5745 -2.9882 0.8121 0.03
H 1.8179 -2.4723 2.1986 0.10
H -0.0927 -2.6011 2.3554 0.07
H -0.4143 -0.8011 0.9916 0.03
H 0.8980 -0.3378 2.0077 0.07
H 1.3401 2.1653 -0.1892 0.04
H 1.3082 -0.8228 0.3196 0.06
H -2.5003 1.8013 -1.9165 0.08
H -2.4375 0.1324 -1.5455 0.05
H -0.3135 2.4391 -2.3758 0.13
```


2:
# C2H10N4

2 unconnected molecules or ions with the total composition C2H10N4 (ωB97M-V/def2-TZVPD, OMol25).

SMILES: [H]/N=C/N.NCN
Orbital gap, Eh: 0.3653
Highest occupied orbital energy, eV: -8.87
2S+1: 1

Geometry as XYZ:
```
16
Properties=species:S:1:pos:R:3:lowdin_charge:R:1
H 0.5850 2.0532 3.0214 0.02
N -0.0526 1.7501 2.2933 0.04
C 0.3165 2.2327 1.1727 -0.42
N -0.1632 1.8007 -0.0098 0.08
H 1.0372 3.0498 1.0986 0.11
H -0.1048 2.3835 -0.8253 0.09
H -0.7781 1.0055 -0.0877 0.07
N -0.0918 -1.4264 0.4717 0.01
C 0.2527 -1.8730 -0.8576 -0.38
N -0.5725 -1.1861 -1.8380 -0.02
H -0.3767 -2.0995 1.1542 0.06
H 0.3850 -0.5945 0.7635 0.03
H 0.1300 -2.9589 -0.9163 0.10
H 1.2995 -1.6167 -1.0277 0.10
H -1.5483 -1.2634 -1.6064 0.06
H -0.3179 -1.2572 -2.8067 0.05
```


3:
# C2H10N4

2 unconnected molecules or ions with the total composition C2H10N4 (ωB97M-V/def2-TZVPD, OMol25).

SMILES: [H]/N=C/N.NCN
Orbital gap, Eh: 0.3665
Highest occupied orbital energy, eV: -9.10
2S+1: 1

Geometry as XYZ:
```
16
Properties=species:S:1:pos:R:3:lowdin_charge:R:1
H -4.1140 -1.3288 1.9367 0.02
N -3.5906 -2.1926 1.8629 0.03
C -3.5565 -2.5755 0.6456 -0.41
N -2.7439 -3.5786 0.1934 0.07
H -4.0902 -1.9293 -0.0466 0.11
H -2.7244 -3.6211 -0.8031 0.08
H -2.1266 -3.9813 0.8777 0.10
N 2.8336 1.4919 0.6885 -0.03
C 2.1163 2.3847 -0.2839 -0.36
N 2.6595 2.7016 -1.5830 -0.01
H 2.4825 0.5332 0.5786 0.05
H 3.7072 1.2702 0.1996 0.05
H 1.0988 2.0287 -0.4422 0.10
H 2.1370 3.3165 0.2772 0.09
H 3.5016 3.2392 -1.6621 0.06
H 2.4099 2.2411 -2.4391 0.06
```


4:
# C2H10N4

2 unconnected molecules or ions with the total composition C2H10N4 (ωB97M-V/def2-TZVPD, OMol25).

SMILES: [H]/N=C/N.NCN
Orbital gap, Eh: 0.3569
Highest occupied orbital energy, eV: -8.83
2S+1: 1

Geometry as XYZ:
```
16
Properties=species:S:1:pos:R:3:lowdin_charge:R:1
H -2.5183 0.4717 2.1568 0.03
N -2.3581 -0.1732 1.3635 0.02
C -2.2780 0.5991 0.3051 -0.36
N -2.1514 0.0375 -0.9963 0.03
H -2.1845 1.6769 0.4216 0.10
H -2.0255 0.5601 -1.8739 0.08
H -2.3578 -0.9993 -1.0411 0.11
N 1.7812 0.2598 1.1707 -0.04
C 1.5587 -0.6883 0.0374 -0.39
N 1.9528 -0.1020 -1.2463 -0.04
H 2.7108 0.7593 0.9179 0.09
H 1.9072 -0.2770 2.0238 0.05
H 2.2689 -1.6206 0.1925 0.13
H 0.4396 -0.8377 -0.0755 0.09
H 1.4683 -0.5519 -2.0117 0.05
H 1.7861 0.8857 -1.3444 0.05
```


Which of them is the most stable? Correct choice: 2.